Entry 1:
Computed, not measured: a 2-piece molecular cluster, C3H7OS overall in a non-equilibrium geometry, with wB97M-V/def2-TZVPD.

As for the spin multiplicity: 2. The energy above the lowest of the compared OMol25 structures with the same formula, charge and spin is 96.4 kJ/mol. Its LUMO energy (alpha / beta) is 0.8 / -2.6 eV. The calculated total energy is -16104.379 eV. Its highest occupied orbital energy (alpha / beta) is -8.691 / -8.690 eV. As for the total charge: 0.

Bonds (Å) are listed after each position.
Cartesian coordinates (Å):
1 C -1.39 -0.31 -1.93  S2 1.800, H3 1.104, H4 1.095, H5 1.106
2 S 0.11 0.66 -1.74  C1 1.800
3 H -1.46 -1.13 -1.20  C1 1.104
4 H -1.68 -0.79 -2.87  C1 1.095
5 H -2.27 0.28 -1.61  C1 1.106
6 C 0.97 0.02 3.00  C7 1.332, H9 1.092, H10 1.100
7 C 0.42 0.00 1.79  C6 1.332, O8 1.362, H11 1.088
8 O 0.05 -1.03 0.98  C7 1.362, H12 0.971
9 H 1.58 0.91 3.20  C6 1.092
10 H 0.91 -0.81 3.72  C6 1.100
11 H 0.28 0.96 1.29  C7 1.088
12 H 0.10 -0.66 0.08  O8 0.971


Entry 2:
Computed, not measured: a 13-piece molecular cluster, C24H58N10O28S3 overall in a non-equilibrium geometry, with wB97M-V/def2-TZVPD.

As for the spin multiplicity: 2. Its LUMO energy (alpha / beta) is 1.3 / 1.3 eV. The calculated total energy is -130542.044 eV. Its highest occupied orbital energy (alpha / beta) is -1.256 / -4.655 eV. As for the total charge: -1.

Bonds (Å) are listed after each position.
Cartesian coordinates (Å):
1 C 2.29 1.54 -3.47  N2 1.488, H5 1.090, H6 1.090, H7 1.090
2 N 2.89 2.39 -4.54  C1 1.488, O3 1.214, O4 1.257
3 O 2.08 3.06 -5.15  N2 1.214
4 O 4.11 2.36 -4.84  N2 1.257
5 H 1.21 1.60 -3.38  C1 1.090
6 H 2.64 2.01 -2.55  C1 1.090
7 H 2.58 0.49 -3.47  C1 1.090
8 C -0.44 4.28 -2.50  N9 1.518, H12 1.090, H13 1.090, H14 1.090
9 N 0.74 5.24 -2.44  C8 1.518, O10 1.218, O11 1.208
10 O 0.51 6.41 -2.66  N9 1.218
11 O 1.82 4.81 -2.11  N9 1.208
12 H -0.58 3.88 -3.50  C8 1.090
13 H -1.36 4.83 -2.34  C8 1.090
14 H -0.34 3.40 -1.87  C8 1.090
15 C 4.00 -3.18 -0.99  N16 1.488, H19 1.090, H20 1.090, H21 1.090
16 N 5.32 -3.54 -1.58  C15 1.488, O17 1.214, O18 1.267
17 O 5.41 -4.69 -1.97  N16 1.214
18 O 6.28 -2.72 -1.68  N16 1.267
19 H 3.25 -3.97 -1.03  C15 1.090
20 H 3.53 -2.29 -1.40  C15 1.090
21 H 4.35 -3.14 0.05  C15 1.090
22 C -0.74 5.08 2.95  N23 1.472, H26 1.090, H27 1.090, H28 1.090
23 N -1.34 4.98 1.61  C22 1.472, O24 1.250, O25 1.258
24 O -1.81 3.90 1.20  N23 1.250
25 O -1.15 5.96 0.85  N23 1.258
26 H -1.05 4.24 3.57  C22 1.090
27 H -0.88 6.01 3.52  C22 1.090
28 H 0.32 4.92 2.80  C22 1.090
29 C -3.48 -4.28 -2.10  N30 1.465, H33 1.090, H34 1.090, H35 1.090
30 N -3.29 -5.60 -1.50  C29 1.465, O31 1.296, O32 1.187
31 O -3.67 -5.69 -0.26  N30 1.296
32 O -2.76 -6.42 -2.18  N30 1.187
33 H -3.92 -4.43 -3.09  C29 1.090
34 H -2.53 -3.92 -2.49  C29 1.090
35 H -3.92 -3.50 -1.50  C29 1.090
36 C -1.06 0.53 6.42  N37 1.462, H40 1.090, H41 1.090, H42 1.090
37 N 0.15 0.41 5.61  C36 1.462, O38 1.216, O39 1.225
38 O -0.04 0.59 4.42  N37 1.216
39 O 1.25 0.19 6.10  N37 1.225
40 H -1.67 -0.37 6.44  C36 1.090
41 H -1.64 1.38 6.07  C36 1.090
42 H -0.71 0.67 7.45  C36 1.090
43 C 0.31 0.85 0.94  C44 1.570, O49 1.440, H50 1.090, H51 1.090
44 C 0.82 0.26 -0.43  C43 1.570, O45 1.397, H52 1.090, H53 1.090
45 O -0.20 -0.56 -0.93  C44 1.397, S46 1.658
46 S -1.68 -0.01 -0.44  O45 1.658, O47 1.421, O48 1.505, O49 1.653
47 O -2.60 -1.09 -0.34  S46 1.421
48 O -2.09 1.24 -1.18  S46 1.505
49 O -1.06 0.42 1.03  C43 1.440, S46 1.653
50 H 0.40 1.93 1.08  C43 1.090
51 H 0.82 0.17 1.62  C43 1.090
52 H 1.69 -0.38 -0.28  C44 1.090
53 H 1.06 1.04 -1.14  C44 1.090
54 C 5.99 3.38 0.90  C55 1.537, O60 1.405, H61 1.090, H62 1.090
55 C 5.64 3.52 -0.59  C54 1.537, O56 1.426, H63 1.090, H64 1.090
56 O 4.21 3.47 -0.64  C55 1.426, S57 1.696
57 S 3.42 3.36 0.86  O56 1.696, O58 1.462, O59 1.507, O60 1.670
58 O 3.17 1.97 1.25  S57 1.462
59 O 2.24 4.30 0.96  S57 1.507
60 O 4.85 3.93 1.50  C54 1.405, S57 1.670
61 H 6.89 3.85 1.29  C54 1.090
62 H 6.14 2.30 1.01  C54 1.090
63 H 6.04 2.68 -1.15  C55 1.090
64 H 6.03 4.45 -0.99  C55 1.090
65 C -5.99 1.71 -3.08  C66 1.502, O71 1.434, H72 1.090, H73 1.090
66 C -5.50 1.89 -1.67  C65 1.502, O67 1.442, H74 1.090, H75 1.090
67 O -5.61 0.57 -1.10  C66 1.442, S68 1.619
68 S -5.76 -0.61 -2.20  O67 1.619, O69 1.456, O70 1.429, O71 1.613
69 O -6.55 -1.79 -1.89  S68 1.456
70 O -4.46 -0.89 -2.73  S68 1.429
71 O -6.51 0.39 -3.23  C65 1.434, S68 1.613
72 H -5.18 1.90 -3.79  C65 1.090
73 H -6.71 2.40 -3.52  C65 1.090
74 H -6.13 2.61 -1.15  C66 1.090
75 H -4.45 2.17 -1.75  C66 1.090
76 C -4.72 -0.39 3.78  O77 1.199, N78 1.338, H81 1.101
77 O -4.67 -0.60 4.96  C76 1.199
78 N -4.68 0.84 3.25  C76 1.338, C79 1.376, C80 1.507
79 C -4.46 0.89 1.90  N78 1.376, H82 1.090, H83 1.090, H84 1.090
80 C -4.56 2.04 4.16  N78 1.507, H85 1.090, H86 1.090, H87 1.090
81 H -4.74 -1.17 3.00  C76 1.101
82 H -5.00 1.74 1.48  C79 1.090
83 H -4.47 -0.08 1.41  C79 1.090
84 H -3.40 1.16 1.87  C79 1.090
85 H -5.28 2.81 3.86  C80 1.090
86 H -4.60 1.94 5.24  C80 1.090
87 H -3.53 2.39 4.07  C80 1.090
88 C -0.63 -3.88 -0.17  O89 1.258, N90 1.339, H93 1.101
89 O -0.08 -4.54 -1.10  C88 1.258
90 N -0.03 -3.78 1.02  C88 1.339, C91 1.451, C92 1.458
91 C -0.67 -3.05 2.10  N90 1.451, H94 1.090, H95 1.090, H96 1.090
92 C 1.27 -4.34 1.36  N90 1.458, H97 1.090, H98 1.090, H99 1.090
93 H -1.64 -3.45 -0.16  C88 1.101
94 H -1.64 -2.62 1.86  C91 1.090
95 H 0.03 -2.22 2.24  C91 1.090
96 H -0.67 -3.57 3.06  C91 1.090
97 H 2.01 -3.55 1.44  C92 1.090
98 H 1.20 -4.81 2.34  C92 1.090
99 H 1.58 -5.15 0.69  C92 1.090
100 C 3.80 -1.80 2.40  O101 1.208, N102 1.357, H105 1.101
101 O 2.99 -1.38 1.61  C100 1.208
102 N 5.10 -1.43 2.44  C100 1.357, C103 1.471, C104 1.503
103 C 5.68 -0.54 1.42  N102 1.471, H106 1.090, H107 1.090, H108 1.090
104 C 5.94 -1.86 3.61  N102 1.503, H109 1.090, H110 1.090, H111 1.090
105 H 3.48 -2.50 3.20  C100 1.101
106 H 6.26 0.25 1.90  C103 1.090
107 H 4.94 -0.13 0.74  C103 1.090
108 H 6.38 -1.20 0.90  C103 1.090
109 H 5.31 -2.38 4.33  C104 1.090
110 H 6.83 -2.39 3.25  C104 1.090
111 H 6.39 -1.01 4.12  C104 1.090
112 C -2.60 -2.58 -5.25  O113 1.213, N114 1.302, H117 1.101
113 O -2.75 -3.28 -6.24  C112 1.213
114 N -1.49 -2.54 -4.58  C112 1.302, C115 1.516, C116 1.509
115 C -1.34 -1.37 -3.62  N114 1.516, H118 1.090, H119 1.090, H120 1.090
116 C -0.28 -3.42 -4.76  N114 1.509, H121 1.090, H122 1.090, H123 1.090
117 H -3.31 -1.77 -5.02  C112 1.101
118 H -1.69 -1.71 -2.64  C115 1.090
119 H -1.76 -0.42 -3.94  C115 1.090
120 H -0.25 -1.25 -3.60  C115 1.090
121 H 0.04 -4.01 -3.90  C116 1.090
122 H -0.47 -3.91 -5.71  C116 1.090
123 H 0.58 -2.80 -5.03  C116 1.090